Below is 2 unconnected molecules or ions with the total composition C4H8NS at a distorted geometry, with properties calculated with wB97M-V/def2-TZVPD.

Output
Net charge   +1
HOMO energy   -0.4767 Ha
Total energy   -16590.30406 eV
Gap between HOMO and LUMO   8.681 eV
ΔE to the lowest compared entry with this formula, charge and spin   117.7 kcal/mol
Multiplicity   1

The geometry in XYZ format:
```
14
C4H8NS, DFT wB97M-V/def2-TZVPD
C 1.899 -1.043 0.088
C 1.101 -1.078 0.929
C -0.508 0.087 -1.137
C -0.268 1.130 -0.303
N -0.226 0.720 1.131
S -1.617 0.272 -2.469
H 2.372 -0.657 -0.752
H -2.370 -0.804 -2.108
H 0.910 -1.544 1.912
H -0.208 -0.876 -0.932
H -0.613 2.078 -0.634
H 0.675 0.864 1.547
H -0.229 -0.310 1.017
H -0.920 1.163 1.713
```



Below is a molecular structure, C6H13LaO3 at a distorted geometry, with properties calculated with wB97M-V/def2-TZVPD.

Output
Net charge   +1
HOMO energy (spin up / spin down)   -0.3201 / -0.4105 Ha
Total energy   -13422.67371 eV
Gap between HOMO and LUMO (spin up / spin down)   5.425 / 7.421 eV
ΔE to the lowest compared entry with this formula, charge and spin   31.3 kcal/mol
Multiplicity   2

The geometry in XYZ format:
```
23
C6H13LaO3, DFT wB97M-V/def2-TZVPD
C 3.199 1.650 -0.056
O 2.092 0.826 -0.295
C 2.170 -0.556 0.128
C 1.097 -1.381 -0.475
O 0.010 -1.551 0.472
C -1.294 -1.873 0.083
C -2.211 -0.728 0.456
O -1.922 0.434 -0.313
C -2.731 1.549 0.018
La 0.099 0.795 -1.397
H 2.979 2.684 -0.350
H 3.363 1.678 1.033
H 4.017 1.308 -0.711
H 2.074 -0.480 1.229
H 1.381 -2.385 -0.808
H -1.616 -2.754 0.659
H -1.380 -2.151 -0.979
H -2.036 -0.455 1.510
H -3.263 -1.014 0.301
H -2.191 2.502 -0.005
H -3.516 1.642 -0.746
H -3.025 1.474 1.076
H 2.704 -1.214 -0.830
```



Below is 2 unconnected molecules or ions with the total composition C40H43O4 at a distorted geometry, with properties calculated with wB97M-V/def2-TZVPD.

Output
Net charge   -1
HOMO energy   -0.1461 Ha
Total energy   -50367.70587 eV
Gap between HOMO and LUMO   5.173 eV
ΔE to the lowest compared entry with this formula, charge and spin   32.3 kcal/mol
Multiplicity   1

The geometry in XYZ format:
```
87
C40H43O4, DFT wB97M-V/def2-TZVPD
C -1.209 5.340 2.600
C -0.168 4.374 3.136
O 0.260 3.562 2.026
C 1.060 2.475 2.292
C 1.628 1.981 1.011
C 2.520 0.806 1.018
O 3.490 0.840 0.239
C 2.392 -0.444 1.894
C 2.128 -1.796 1.173
C 2.955 -2.123 -0.086
C 2.294 -1.770 -1.432
C 3.196 -0.873 -2.298
C 2.402 0.024 -3.240
C 1.726 1.164 -2.480
C 2.598 2.402 -2.271
C 1.943 3.416 -1.313
C 2.146 3.178 0.182
O 1.265 2.072 3.431
H -1.960 5.552 3.369
H -0.742 6.296 2.325
H -1.733 4.955 1.717
H 0.715 4.914 3.542
H -0.611 3.723 3.920
H 3.361 -0.581 2.393
H 1.670 -0.258 2.699
H 2.372 -2.605 1.882
H 1.054 -1.870 0.959
H 3.940 -1.643 -0.030
H 3.128 -3.208 -0.116
H 2.083 -2.695 -2.002
H 1.302 -1.319 -1.260
H 3.789 -0.227 -1.638
H 3.918 -1.504 -2.840
H 3.073 0.436 -4.001
H 1.622 -0.562 -3.738
H 0.806 1.465 -2.996
H 1.379 0.814 -1.498
H 3.597 2.128 -1.892
H 2.727 2.902 -3.247
H 2.436 4.382 -1.511
H 0.875 3.549 -1.534
H 1.681 4.041 0.666
H 3.235 3.250 0.370
C -3.876 2.375 8.464
C -2.785 1.824 7.782
C -2.732 1.853 6.386
C -3.793 2.393 5.613
C -3.641 2.440 4.141
C -2.610 1.778 3.495
C -2.369 1.880 2.086
C -1.244 1.240 1.479
C -1.319 0.766 0.111
C -1.297 1.658 -0.991
C -1.666 1.200 -2.259
C -2.111 -0.116 -2.418
C -2.029 -1.023 -1.367
C -1.542 -0.616 -0.130
C -3.354 2.583 1.318
C -4.298 3.429 1.876
C -4.968 4.489 1.082
C -4.531 4.733 -0.246
C -4.977 5.833 -0.982
C -5.890 6.736 -0.429
C -6.386 6.485 0.856
C -5.974 5.360 1.571
C -4.501 3.358 3.349
O -5.319 4.099 3.925
C -4.915 2.878 6.331
C -4.948 2.884 7.725
H -3.884 2.393 9.554
H -1.934 1.402 8.315
H -1.840 1.450 5.894
H -1.983 1.067 4.037
H -0.542 0.747 2.152
H -1.029 2.706 -0.791
H -1.648 1.882 -3.117
H -2.504 -0.449 -3.383
H -2.347 -2.059 -1.478
H -1.423 -1.298 0.713
H -3.357 2.431 0.242
H -3.806 4.059 -0.708
H -4.555 5.995 -1.975
H -6.216 7.608 -0.999
H -7.085 7.183 1.310
H -6.405 5.185 2.550
H -5.765 3.293 5.794
H -5.811 3.304 8.244
```



Below is a molecular structure, C15H10I3N2O2OsS, with properties calculated with wB97M-V/def2-TZVPD.

Output
Net charge   +1
HOMO energy (spin up / spin down)   -0.3609 / -0.4058 Ha
Total energy   -60387.66546 eV
Gap between HOMO and LUMO (spin up / spin down)   6.011 / 5.405 eV
ΔE to the lowest compared entry with this formula, charge and spin   18.6 kcal/mol
Multiplicity   5

The geometry in XYZ format:
```
34
C15H10I3N2O2OsS, DFT wB97M-V/def2-TZVPD
Os 0.437 -0.098 -0.127
I -0.574 -4.218 2.838
C -1.847 -2.978 1.781
C -3.248 -3.130 1.870
C -4.108 -2.319 1.183
I -6.159 -2.632 1.360
C -3.590 -1.283 0.370
C -4.336 -0.360 -0.386
C -3.704 0.609 -1.128
C -2.317 0.690 -1.125
N -1.573 -0.161 -0.424
C -2.189 -1.154 0.316
C -1.307 -2.000 0.995
O 0.007 -1.786 0.817
H -3.646 -3.914 2.499
H -5.417 -0.421 -0.382
H -4.270 1.318 -1.714
H -1.797 1.451 -1.690
O 2.405 -0.235 0.051
N 3.215 0.605 -0.626
C 4.527 0.524 -0.329
C 5.413 1.339 -0.975
C 4.935 2.239 -1.928
C 3.587 2.293 -2.209
C 2.706 1.450 -1.539
S 0.997 1.412 -1.835
H 4.781 -0.202 0.427
H 6.463 1.271 -0.731
H 5.620 2.895 -2.448
H 3.184 2.977 -2.942
I 1.229 0.455 3.254
C 0.352 1.413 1.587
H 0.909 2.318 1.368
H -0.687 1.632 1.822
```



Below is a single C4H4O2 molecule, with properties calculated with wB97M-V/def2-TZVPD.

Output
HOMO energy (spin up / spin down)   -0.3025 / -0.3035 Ha
Total energy   -8302.23308 eV
Gap between HOMO and LUMO (spin up / spin down)   7.321 / 7.346 eV
ΔE to the lowest compared entry with this formula, charge and spin   111.7 kcal/mol
Multiplicity   1

The geometry in XYZ format:
```
10
C4H4O2, DFT wB97M-V/def2-TZVPD
O -0.435 1.626 -0.213
C -0.179 0.327 -0.090
C -1.346 -0.567 -0.161
O -2.445 -0.108 -0.411
C 1.092 -0.195 0.172
C 2.364 -0.268 0.328
H -1.413 1.697 -0.242
H 0.409 -0.561 1.093
H -1.148 -1.645 -0.031
H 3.126 -0.336 -0.441
```



Below is a molecular structure, C45H63Br2KN5O2P2S at a distorted geometry, with properties calculated with wB97M-V/def2-TZVPD.

Output
Net charge   -1
HOMO energy   -0.1361 Ha
Total energy   -245059.96674 eV
Gap between HOMO and LUMO   5.588 eV
Multiplicity   1

The geometry in XYZ format:
```
121
C45H63Br2KN5O2P2S, DFT wB97M-V/def2-TZVPD
K -0.188 0.613 -0.995
C -1.270 -2.674 -3.763
C 0.236 -2.394 -3.869
C 0.967 -3.414 -4.745
P 0.946 -1.974 -2.201
C 2.709 -1.557 -2.691
C 3.141 -0.228 -2.053
C 3.731 -2.657 -2.434
C 1.036 -3.559 -1.279
C 0.545 -4.805 -1.674
C 0.545 -5.921 -0.837
C 0.044 -7.266 -1.317
C 1.062 -5.754 0.451
C 1.552 -4.533 0.886
C 1.550 -3.396 0.039
N 1.895 -2.132 0.413
C 2.874 -1.832 1.316
C 4.045 -2.597 1.523
C 5.055 -2.155 2.363
C 4.964 -0.945 3.042
C 6.059 -0.474 3.975
C 3.799 -0.194 2.866
C 2.749 -0.607 2.048
P 1.107 0.182 1.775
C -0.053 -1.006 2.651
C 0.465 -1.741 3.886
C -1.401 -0.320 2.922
C 1.101 1.689 2.904
C 1.382 1.537 4.407
C 1.989 2.766 2.259
H -1.720 -2.743 -4.759
H -1.778 -1.867 -3.225
H -1.488 -3.609 -3.236
H 0.333 -1.420 -4.362
H 1.032 -4.404 -4.289
H 1.988 -3.091 -4.968
H 0.443 -3.523 -5.703
H 2.639 -1.384 -3.767
H 3.176 -0.314 -0.963
H 2.448 0.577 -2.326
H 4.137 0.062 -2.410
H 3.878 -2.794 -1.358
H 4.699 -2.383 -2.873
H 3.421 -3.617 -2.855
H 0.132 -4.928 -2.668
H -0.441 -7.178 -2.291
H -0.679 -7.703 -0.623
H 0.861 -7.985 -1.422
H 1.068 -6.604 1.132
H 1.924 -4.425 1.901
H 4.160 -3.532 0.986
H 5.950 -2.763 2.484
H 6.990 -1.017 3.794
H 5.792 -0.627 5.025
H 6.266 0.592 3.845
H 3.732 0.742 3.409
H -0.219 -1.757 1.878
H 0.481 -1.091 4.767
H 1.475 -2.129 3.736
H -0.190 -2.591 4.110
H -1.354 0.333 3.797
H -2.182 -1.066 3.110
H -1.730 0.281 2.067
H 0.071 2.046 2.798
H 2.231 0.883 4.616
H 0.523 1.122 4.934
H 1.597 2.515 4.856
H 3.039 2.477 2.231
H 1.921 3.710 2.816
H 1.684 2.957 1.227
Br 1.013 1.174 -5.937
C -0.617 1.899 -5.280
C -1.493 2.505 -6.186
C -2.664 3.059 -5.751
Br -3.803 3.900 -7.033
C -3.026 3.007 -4.384
C -4.215 3.560 -3.857
C -4.497 3.430 -2.529
C -3.599 2.725 -1.712
N -2.478 2.204 -2.146
C -2.152 2.359 -3.466
C -0.852 1.818 -3.888
O -0.038 1.323 -3.056
H -1.238 2.540 -7.235
H -4.890 4.083 -4.518
H -5.396 3.859 -2.103
H -3.830 2.591 -0.654
C -5.036 3.549 2.204
C -3.745 4.290 1.858
C -2.532 3.376 1.972
S -1.117 3.956 0.984
O -1.650 4.693 -0.207
C -0.539 5.225 2.118
C 0.558 6.038 1.446
C 1.085 7.139 2.362
H -5.905 4.199 2.078
H -5.032 3.191 3.237
H -5.172 2.677 1.553
H -3.629 5.151 2.520
H -3.790 4.681 0.840
H -2.752 2.379 1.575
H -2.177 3.254 3.000
H -0.180 4.713 3.021
H -1.405 5.851 2.367
H 0.159 6.463 0.526
H 1.376 5.373 1.158
H 0.274 7.794 2.698
H 1.824 7.757 1.849
H 1.561 6.717 3.252
N -2.550 -4.478 -0.062
C -2.937 -3.172 -0.017
C -1.983 -2.149 -0.198
N -2.310 -0.874 -0.178
C -3.611 -0.578 0.014
C -4.534 -1.582 0.194
N -4.215 -2.883 0.185
H -1.568 -4.723 -0.107
H -3.221 -5.177 0.193
H -0.939 -2.407 -0.351
H -3.896 0.467 0.016
H -5.582 -1.344 0.350
```